No. 1
This record from OMol25 describes the molecule C3H4N2S at a distorted geometry. The level of theory is ωB97M-V/def2-TZVPD.

LUMO level in eV: -0.1
SMILES: C=C(C#N)SN
Orbital gap in eV: 9.3
F_max in eV/A: 3.91
ΔE to the lowest compared entry with this formula, charge and spin in kcal per mole: 66.96
Charge: 0
DFT total energy in Eh: -624.319074

Each line ends with the Löwdin charge.
CARTESIAN COORDINATES (ANGSTROEM)
C (-0.83347, 0.02332, 0.09387)  -0.406
H (-2.46311, 0.97282, -0.93514)  0.053
N (2.21535, -0.18159, -0.89077)  -0.372
H (-2.84272, 0.33471, 0.76953)  0.102
H (2.50231, 0.16730, -0.02741)  -0.026
C (-0.03133, -0.37786, 1.13668)  -0.347
C (-2.12021, 0.36851, -0.12053)  0.013
N (0.73239, -0.57559, 1.98035)  0.167
S (0.69853, 0.47905, -1.34297)  0.759
H (2.14225, -1.21068, -0.66362)  0.059

=====

No. 2
This record from OMol25 describes the molecule C5H8Cl2 at a distorted geometry. The level of theory is ωB97M-V/def2-TZVPD.

LUMO level in eV: 0.8
SMILES: C/C=C(\Cl)[C@H](C)Cl
Orbital gap in eV: 10.2
F_max in eV/A: 5.43
ΔE to the lowest compared entry with this formula, charge and spin in kcal per mole: 30.40
Charge: 0
DFT total energy in Eh: -1115.656640

Each line ends with the Löwdin charge.
CARTESIAN COORDINATES (ANGSTROEM)
Cl (2.55047, -0.40218, -1.35819)  0.631
C (-0.97951, -0.76891, 0.20770)  -0.168
H (-0.60840, -1.19178, 1.06466)  0.071
H (2.85426, 1.30005, 0.55070)  0.059
H (1.26875, 1.55908, 1.41030)  0.084
C (-2.46953, -1.00109, -0.04590)  -0.097
H (-2.94731, -0.26486, 0.68129)  0.093
H (-2.81561, -0.80660, -1.04620)  0.050
H (1.64066, -0.68505, 0.65811)  0.047
H (-2.91113, -1.94889, 0.35666)  0.080
C (1.77981, 1.38774, 0.46718)  -0.139
C (1.47467, 0.01764, -0.05348)  -0.784
H (1.58965, 2.27145, -0.16496)  0.086
C (-0.05687, -0.18415, -0.61110)  -0.616
Cl (-0.36992, 0.71755, -2.11675)  0.602

=====

No. 3
This record from OMol25 describes a 2-piece molecular cluster, CH2Cl2FN overall at a distorted geometry. The level of theory is ωB97M-V/def2-TZVPD.

LUMO level (spin up / spin down) in eV: 0.2 / -1.1
Orbital gap (spin up / spin down) in eV: 9.7 / 7.3
F_max in eV/A: 5.14
ΔE to the lowest compared entry with this formula, charge and spin in kcal per mole: 123.53
Charge: 0
DFT total energy in Eh: -1114.101268

Each line ends with the Löwdin charge.
CARTESIAN COORDINATES (ANGSTROEM)
H (0.99980, 0.29800, 1.12199)  0.011
Cl (-1.53093, -1.77000, -0.48822)  0.504
Cl (-1.97072, 1.00570, -0.20842)  0.502
N (-1.29031, -0.41848, 0.41826)  -1.005
H (1.75084, -0.48088, -0.32098)  0.058
C (1.15205, 0.19922, 0.16660)  -0.019
F (0.88927, 1.16644, -0.68923)  -0.051

=====

No. 4
This record from OMol25 describes the molecule C5H8OS at a distorted geometry. The level of theory is ωB97M-V/def2-TZVPD.

LUMO level in eV: 0.7
SMILES: C=C1OCC[C@H]1S
Orbital gap in eV: 9.6
F_max in eV/A: 1.65
ΔE to the lowest compared entry with this formula, charge and spin in kcal per mole: 20.94
Charge: 0
DFT total energy in Eh: -668.705164

Each line ends with the Löwdin charge.
CARTESIAN COORDINATES (ANGSTROEM)
C (-1.23023, 1.95922, 0.14898)  0.073
C (0.01514, -1.40726, 0.66981)  -0.200
H (0.84865, -2.13525, 0.68364)  0.116
H (-0.46096, 2.66747, 0.47446)  0.072
H (-2.10516, 2.25621, -0.41057)  0.068
H (2.60204, -0.53100, 0.32645)  -0.144
C (-0.93979, -1.42675, -0.52620)  -0.191
S (1.88947, 0.34420, -0.37765)  0.764
O (-1.70139, -0.25835, -0.36160)  -0.028
C (0.41626, 0.05218, 0.68235)  -0.584
H (-1.58564, -2.27986, -0.50337)  0.117
H (-0.54228, -1.62541, 1.60226)  0.128
H (-0.33429, -1.39258, -1.47164)  0.132
H (0.59724, 0.43704, 1.66244)  0.097
C (-0.86803, 0.68312, 0.12031)  -0.419

=====

No. 5
This record from OMol25 describes C8H16HoO4 as an isolated structure at a distorted geometry. The level of theory is ωB97M-V/def2-TZVPD.

2S+1: 6
LUMO level (spin up / spin down) in eV: -8.0 / -8.0
Orbital gap (spin up / spin down) in eV: 7.4 / 8.8
F_max in eV/A: 3.03
ΔE to the lowest compared entry with this formula, charge and spin in kcal per mole: 3.95
Charge: +2
DFT total energy in Eh: -1562.763700

Each line ends with the Mulliken spin population.
CARTESIAN COORDINATES (ANGSTROEM)
H (0.29511, 0.91509, -3.98398)  0.000
C (1.71366, -0.52670, -2.31685)  0.002
H (2.62408, -0.04440, -2.69917)  0.001
O (-2.32973, 1.14741, -0.59670)  -0.007
C (-0.23223, 0.07900, 2.65510)  0.121
H (0.83378, -1.43590, 3.64153)  -0.007
Ho (-0.84429, -0.09545, -0.59058)  4.026
H (1.82693, -2.30836, 1.22328)  0.003
H (0.16127, -3.27986, 0.60711)  -0.002
C (0.51367, 1.42197, -3.03426)  0.000
O (-1.10106, 0.38121, 1.63811)  -0.004
C (-2.88473, 1.55332, 0.60771)  -0.002
H (1.40264, 2.05894, -3.12687)  0.000
C (0.90246, -2.48126, 0.67162)  0.883
H (-0.71554, -1.96347, 2.71557)  0.008
C (-1.84297, 1.62018, 1.71923)  0.007
O (0.73082, 0.45783, -2.00680)  -0.001
H (2.57909, -0.58311, -0.34015)  0.002
C (2.03399, -1.24243, -1.03027)  0.034
H (-0.34156, 2.03307, -2.72925)  -0.001
H (-2.30376, 1.69826, 2.71290)  -0.003
H (0.30776, 0.93785, 3.05853)  0.004
H (2.61982, -2.14736, -1.23372)  -0.022
C (0.08445, -1.23275, 2.87561)  -0.089
O (0.79384, -1.60289, -0.39664)  0.045
H (-3.34663, 2.55731, 0.54484)  0.000
H (1.32782, -1.21020, -3.08725)  0.001
H (-1.13200, 2.44757, 1.57477)  0.000
H (-3.67666, 0.84514, 0.92656)  0.000

=====

No. 6
This record from OMol25 describes C2H5FN2 as an isolated structure at a distorted geometry. The level of theory is ωB97M-V/def2-TZVPD.

LUMO level in eV: 0.8
Orbital gap in eV: 10.1
F_max in eV/A: 5.71
ΔE to the lowest compared entry with this formula, charge and spin in kcal per mole: 86.98
Charge: 0
DFT total energy in Eh: -288.430140

Each line ends with the Löwdin charge.
CARTESIAN COORDINATES (ANGSTROEM)
N (0.27567, 0.27768, -0.45958)  -0.095
H (-2.65078, -0.96971, -0.15556)  0.065
H (1.83238, -1.23358, -0.43526)  0.061
N (-0.78708, -0.32588, -0.29342)  -0.071
C (-1.97985, -0.11377, 0.04062)  -0.026
C (1.63971, -0.30695, 0.03019)  0.028
F (0.18901, 1.77952, 0.10493)  -0.201
H (2.40322, 0.49176, -0.37407)  0.126
H (1.58351, -0.34479, 1.03721)  0.031
H (-2.50577, 0.74571, 0.50496)  0.082

=====

What is the charge in the third record?
0